# C7H10O2

A molecular structure, C7H10O2 (ωB97M-V/def2-TZVPD, the Open Molecules 2025 dataset).

XYZ file:
```
19
Properties=species:S:1:pos:R:3
C 2.418 0.540 0.250
C 1.049 -0.088 0.667
C -0.607 0.824 -0.180
C -1.837 0.607 -0.991
C -0.964 -0.575 -0.581
C -1.564 -1.191 0.655
C 0.508 -0.766 -0.616
H 2.738 1.256 1.095
H 2.433 1.218 -0.524
H 3.119 -0.318 0.130
H 1.264 -0.464 1.714
H 0.052 1.354 -0.831
H -1.627 0.810 -2.178
H -2.979 0.781 -0.799
H -1.836 -0.260 1.287
H -2.549 -1.677 0.297
H -0.782 -1.842 1.185
O -0.060 0.899 1.014
O 1.223 -1.108 -1.595
```

E_tot   -422.9774 Eh
Total charge   0
Maximum force   0.10237 Eh/bohr
Frontier orbital gap   9.75 eV
Energy relative to the best compared isomer or geometry (same formula, charge and spin)   584.2 kJ/mol

Löwdin population analysis, charges in e, atoms 1 to 2: C -0.03; C -0.19

# C7H10O2

A molecular structure, C7H10O2 (ωB97M-V/def2-TZVPD, the Open Molecules 2025 dataset).

XYZ file:
```
19
Properties=species:S:1:pos:R:3
C -0.891 -1.748 -0.399
C 0.343 -1.219 0.023
C 0.310 0.056 0.482
C -1.611 0.350 -0.021
C 1.539 -2.067 0.026
C -2.504 1.507 0.315
C 1.802 1.619 -0.327
O -1.953 -0.829 -0.330
O 1.060 1.131 0.803
H -1.360 -2.714 -0.430
H 1.282 -2.838 0.792
H 1.773 -2.571 -0.884
H 2.327 -1.430 0.451
H -2.519 1.627 1.363
H -1.967 2.443 -0.089
H -3.413 1.395 -0.241
H 1.721 2.721 -0.067
H 1.157 1.287 -1.165
H 2.903 1.279 -0.301
```

E_tot   -422.9963 Eh
Total charge   0
Maximum force   0.12864 Eh/bohr
Frontier orbital gap   7.69 eV
Energy relative to the best compared isomer or geometry (same formula, charge and spin)   534.7 kJ/mol

Löwdin population analysis, charges in e, atoms 1 to 2: C -0.08; C -0.33

# C7H10O2

A single C7H10O2 molecule (ωB97M-V/def2-TZVPD, the Open Molecules 2025 dataset).

XYZ file:
```
19
Properties=species:S:1:pos:R:3
C 3.036 0.741 -0.112
O 1.771 0.425 0.523
C 1.138 -0.683 0.177
O 1.603 -1.471 -0.550
C -0.347 -0.609 0.593
C -1.089 0.428 1.333
C -1.630 -0.038 -0.016
C -1.908 0.671 -1.283
C -1.544 -1.527 0.316
H 2.925 0.957 -1.172
H 3.750 -0.025 -0.101
H 3.486 1.516 0.439
H -1.585 0.082 2.286
H -0.499 1.345 1.601
H -1.674 1.747 -1.322
H -2.816 0.293 -1.676
H -1.150 0.292 -1.930
H -1.333 -2.326 -0.325
H -2.134 -1.819 1.218
```

E_tot   -423.1033 Eh
Total charge   0
Maximum force   0.07684 Eh/bohr
Frontier orbital gap   9.87 eV
Energy relative to the best compared isomer or geometry (same formula, charge and spin)   253.8 kJ/mol

Löwdin population analysis, charges in e, atoms 1 to 2: C -0.02; O -0.02

# C7H10O3

2 unconnected molecules or ions with the total composition C7H10O3 (ωB97M-V/def2-TZVPD, the Open Molecules 2025 dataset).

XYZ file:
```
20
Properties=species:S:1:pos:R:3
O 1.200 0.476 1.300
C 0.888 1.289 0.223
C 1.178 0.940 -1.220
C 1.346 -0.511 -1.510
C 0.239 -1.214 -1.225
C -0.907 -0.309 -0.834
O -1.994 -0.328 -1.863
C -0.262 1.070 -0.711
H 1.765 -0.277 1.060
H 1.071 2.333 0.485
H 1.657 1.686 -1.857
H 2.278 -0.935 -1.884
H 0.128 -2.294 -1.322
H -1.509 -0.565 0.053
H -1.607 -0.108 -2.716
H -0.885 1.927 -0.973
C -1.133 -0.788 3.268
O -0.926 -1.442 2.270
H -1.067 0.318 3.245
H -1.457 -1.268 4.210
```

E_tot   -498.3503 Eh
Total charge   0
Maximum force   0.03141 Eh/bohr
Frontier orbital gap   10.05 eV
Energy relative to the best compared isomer or geometry (same formula, charge and spin)   242.7 kJ/mol

Löwdin population analysis, charges in e, atoms 1 to 2: O -0.01; C -0.29

no.,HOMO energy (eV)
1,-8.926
2,-6.777
3,-8.994
4,-9.219